99
Properties=species:S:1:pos:R:3 method="wB97M-V/def2-TZVPD" relative_energy_kj_mol=0.0 total_charge=+1 lumo_ev=-2.21 homo_energy_ha=-0.378
C 4.8851 0.5149 2.4015
C -2.4876 4.0210 0.1951
N 2.3992 0.0492 -1.1324
C -4.7034 5.3972 1.1425
H -2.8647 -1.5474 -1.7254
H -5.7115 4.6715 -0.6108
C 4.6566 -2.8327 -1.4412
H -3.7610 3.4638 -1.4643
P -1.0279 3.1800 -0.4317
C -1.6033 1.6213 -1.2841
C 6.3889 -5.3137 2.8538
H -2.7612 -3.3685 0.7610
C 0.2062 -2.7442 -0.9003
C -2.4461 -3.1266 1.7690
S 6.7677 -1.3059 3.0244
C 3.7313 -1.8056 -1.8308
C 3.5964 0.9419 2.1594
H -3.4649 -4.7931 2.6463
C -1.7520 -2.9849 -2.8515
C -5.1617 0.9560 -3.6160
H 1.0262 5.9490 -4.9313
C 3.9921 -1.6382 2.9245
C -3.6800 4.0061 -0.5274
H 6.6148 -3.7315 1.4130
C -1.6145 -2.5296 4.3555
C 2.7394 -1.1184 2.6605
C -2.4092 4.7235 1.3966
H -2.2477 5.0522 -2.3367
C -3.9594 0.9318 -2.9230
H 0.9760 -2.6427 -0.1417
H 1.2855 -4.2229 -2.0092
C -1.9446 -2.1152 -1.7849
H 1.8609 -1.7454 2.7587
H -3.0298 0.8914 -3.4761
H 1.6222 3.3712 -1.5649
H 6.5098 -2.6750 5.5793
H 2.5094 4.5235 -3.5668
C 3.2561 -1.6983 -3.1344
H -0.5739 -0.8685 3.4699
N 6.2803 -5.6997 4.1220
H -5.5671 5.9319 1.5154
N 5.3847 -3.6525 -1.0990
H -3.4526 5.9628 2.7929
H 3.4056 1.9629 1.8505
C 2.3474 -0.6933 -3.4131
H -1.3522 6.2141 -4.3103
C -2.8377 -3.9303 2.8273
C -6.3655 0.9133 -1.5489
N -2.7389 0.9042 -0.7877
C 6.5751 -3.0223 3.4527
H -7.3029 0.9579 -3.4807
H 4.0883 -2.6717 3.2257
H 5.7115 1.2037 2.2858
H -2.7317 -4.2621 4.9423
H -5.1501 0.9649 -4.6981
H 1.9453 -0.5629 -4.4078
H -0.4522 -4.4260 -3.7598
C 0.3837 -3.6265 -1.9519
C -0.9639 -1.9905 -0.8033
H -2.7550 0.6348 1.3491
H 3.6559 -0.9691 0.1462
C 1.4660 4.6301 -3.3010
H -0.6959 1.0069 -1.3423
C -5.1705 0.9098 -0.8472
C -2.4237 -3.6309 4.1190
H -2.5177 -3.0783 -3.6106
C -2.6806 0.0678 0.4097
C -1.2143 -1.7273 3.2958
H -7.3008 0.9121 -1.0042
C -0.7044 5.5797 -3.7202
C 0.6320 5.4317 -4.0665
C -6.3691 0.9450 -2.9357
C 6.4744 -3.4052 4.7824
C -0.5935 -3.7412 -2.9337
H 6.2461 -5.0967 6.0863
C 5.1057 -0.8124 2.7820
C -3.5161 5.4143 1.8627
C 6.5414 -3.9900 2.4605
H -1.8177 1.9558 -2.2958
C 3.2837 -0.9031 -0.8693
H 6.3539 -6.0991 2.1077
C 1.9487 0.1457 -2.3829
H -1.4914 4.7156 1.9689
S 0.3884 2.9748 0.9473
C -3.9497 0.9183 -1.5259
H 3.5917 -2.3872 -3.8978
N 2.5294 0.1433 2.2705
H 1.2377 0.9440 -2.5725
C -1.2092 4.9217 -2.6099
Au 0.5444 0.5443 1.1222
H -5.1789 0.9362 0.2338
C -0.3704 4.1218 -1.8338
C 0.9700 3.9770 -2.1822
C 6.3281 -4.7576 5.0599
C -1.6314 -2.0187 1.9991
H -3.5251 -0.6207 0.3916
C -4.7864 4.6922 -0.0498
P -1.1331 -0.9219 0.6456
H -1.2896 -2.2982 5.3612

---

102
Properties=species:S:1:pos:R:3 method="wB97M-V/def2-TZVPD" relative_energy_kj_mol=0.0 total_charge=0 lumo_ev=-0.23 homo_energy_ha=-0.268
H 3.7488 1.7526 6.2830
C -2.2828 3.9489 -1.5038
P -0.6992 -0.8675 -1.9781
H -2.3097 3.5266 -2.5067
C 0.4316 -4.5590 2.7350
H 1.2443 -4.3820 3.4265
C 2.0563 1.4849 -2.3516
H -2.7581 -2.4062 -3.3502
C 2.9084 0.5551 0.1647
H -2.3228 2.0789 -0.6696
H 3.4719 2.8061 -5.6953
C 5.2103 0.1247 1.6564
C 3.2966 -0.7400 0.4850
H -2.4515 -5.1911 0.2546
C 1.6915 2.4406 4.8531
C 3.6780 1.6371 0.5866
H -5.4110 2.3015 4.4261
O 2.0060 4.3707 6.1966
C -1.1808 -5.3538 -2.7968
C 1.3669 2.4550 -3.0698
C 0.1032 0.5522 -6.2782
S 0.2957 2.2566 0.1607
C -2.6867 1.0713 1.8600
H 4.0052 3.2335 7.1282
H -2.8800 -0.7871 2.9504
C -3.2248 0.2398 2.8613
H 2.6701 -1.5656 0.1684
C 1.5572 0.7778 3.1478
N 3.5573 2.7335 6.3787
H 1.8745 -0.6561 -6.1501
C -2.1386 -4.4580 -3.2602
C 0.1451 -5.8575 2.3338
H 0.6506 -5.5904 -1.7076
C 0.7371 -0.7177 -4.3394
C 3.0748 2.4340 -4.7594
H -1.7269 1.6573 -6.1211
C -0.0886 -4.8915 -2.0787
H 3.8075 0.2393 -2.2920
H -4.3052 2.2803 -1.9239
C 0.0466 -3.5345 -1.8153
H -2.9946 -4.8200 -3.8151
C -0.9122 -2.6417 -2.2752
C -0.3006 -3.4841 2.2419
H 4.7415 -1.9633 1.4945
N -2.8645 2.9663 -0.5622
C 0.9432 -6.9409 2.8329
H 0.4338 2.8403 -2.6766
H -1.2926 -6.4136 -2.9872
S -2.2412 -2.3867 0.6457
H -1.4057 2.0397 3.5899
C 0.3339 2.6521 4.6725
C -0.9073 -6.0870 1.4353
H 6.1073 -0.0425 2.2395
N 0.2479 0.9762 2.9660
C -4.1815 2.8066 2.7387
C 3.2604 0.9909 -2.8482
C 4.4471 -0.9543 1.2360
H -3.2775 4.3459 0.9498
H -1.2533 4.1381 -1.2117
H -2.1618 0.9384 -3.7900
H 1.3269 3.6763 -4.8300
H -4.8582 3.5728 -0.8125
H 0.2972 0.8663 -7.2959
C -4.1810 0.6605 3.7801
H -4.6426 1.9002 -0.2211
H -4.5592 3.8226 2.6831
C 2.4172 3.2765 5.8730
C 1.8716 2.9254 -4.2720
C 0.9890 -0.3053 -5.6359
H 3.3630 2.6465 0.3484
H 2.0234 0.0209 2.5364
C -0.3452 1.9005 3.7340
Zr -0.9193 -0.2229 1.0296
C -1.6523 -5.0165 0.9627
H 4.7087 1.0834 -4.4236
H -1.6583 3.6287 0.9972
H 1.4195 -1.3999 -3.8446
C 4.8273 1.4220 1.3280
H 0.8754 -3.1571 -1.2281
H 3.3726 1.2833 4.1293
C -2.7174 3.4132 0.8580
C 0.4899 -0.5933 -0.8041
N 1.5903 -7.7938 3.2511
C -3.2106 2.3801 1.8355
C -4.6648 1.9553 3.7227
C -1.3567 -3.7132 1.3525
C -1.2021 -7.4089 0.9593
H -2.8716 4.8641 -1.4658
C -2.0032 -3.1037 -3.0054
C -1.2750 0.5981 -4.3106
S -2.4433 -0.0438 -1.3011
N -1.4491 -8.4530 0.5467
C -4.2738 2.6583 -0.9057
H -0.1809 3.3971 5.2623
C -0.3941 -0.2590 -3.6652
C 2.3110 1.4813 4.0706
C -1.0294 0.9992 -5.6181
H 5.4233 2.2639 1.6572
C 3.7688 1.4664 -4.0471
S 0.0773 -1.8531 2.7405
P 1.3880 0.8261 -0.7923
H -4.5435 -0.0262 4.5349

---

98
Properties=species:S:1:pos:R:3 method="wB97M-V/def2-TZVPD" s2=8.794 relative_energy_kj_mol=0.0 total_charge=0 spin_multiplicity=6 lumo_ev="0.10 / -1.13" homo_energy_ha="-0.227 / -0.250"
H 4.7125 -0.0267 -2.6940
C -4.7318 0.6269 -1.2854
C 3.3631 3.7705 -0.0994
H -1.2334 1.9317 3.7475
H -0.1277 1.2997 -6.6518
C 4.3444 -0.9693 -2.3066
H 0.8308 2.5623 -4.7442
C 2.4989 -2.3342 -1.5080
H 2.7020 0.0238 3.9171
C -5.0226 4.0466 2.0015
F 4.6778 -2.3527 1.7505
H -2.1485 0.4368 3.5163
H -4.8114 0.2325 2.6033
H -5.0775 5.1152 1.8411
H 0.7569 5.7840 -0.8956
H -2.2286 -4.0707 2.0019
C 2.8325 -0.9737 1.2717
H 5.4644 -4.0413 -1.4018
C 0.6519 3.7694 -0.1816
C -3.4634 1.1073 -0.9839
H 1.2639 -5.6578 0.0675
C -1.3263 -3.7000 2.4732
H 6.2960 -1.9090 -2.3078
H -3.4100 3.7499 0.6034
F 5.4724 2.1126 0.7121
C 2.6989 4.9028 -0.5272
C -4.8875 1.3001 2.4328
H 0.8148 1.5834 -2.4868
C 2.3044 0.2746 0.9378
H -1.0709 -1.9372 -4.0204
C 0.7969 -4.1102 3.5212
C -5.1634 0.6719 -2.5988
C 0.7220 -3.6748 -0.6081
H -6.4967 1.5915 3.8207
C -5.8901 3.4314 2.8997
H 1.9384 1.5681 4.2883
C -4.0931 3.2927 1.3085
H -1.3064 0.7189 5.0408
H 3.6457 -5.4081 -0.5296
H 2.1934 -1.8411 1.3865
C 3.4099 -3.3955 -1.2789
C 3.2038 1.3507 0.7285
H -1.8124 -2.9094 -1.9093
C 3.0164 -1.1200 -2.0298
H 1.6727 0.1824 5.3593
Cr 0.3151 0.7770 0.6435
C -0.3659 -4.5902 2.9361
C -0.1317 0.8717 -5.6568
H -6.1473 0.3010 -2.8535
C 4.5681 1.1171 0.8945
C 0.0415 -1.8305 3.1918
H -0.3122 -3.8163 -0.3150
C 1.3116 4.9157 -0.5694
H 1.5543 -4.8001 3.8710
H -0.5196 -5.6568 2.8303
C 0.4043 1.5780 -4.5872
H 1.9160 -2.3843 4.0983
C -4.0400 1.9237 1.5333
H -2.7065 -1.3955 -1.7402
H 3.2654 5.7747 -0.8288
O -1.5606 1.7314 0.7269
Ge -0.2046 -0.9900 -1.2120
H -1.8637 -1.6518 2.1997
C -1.9220 -2.0117 -1.2965
C 2.9402 -4.6045 -0.7082
H -2.2505 -2.3210 -0.3011
C -2.6243 1.6180 -1.9542
H -5.3695 0.2190 -0.5096
S -2.8434 0.9195 0.6788
H -6.6173 4.0267 3.4361
H 6.1559 -0.2489 1.3552
H -1.0739 -0.9549 -6.2712
C 1.6250 -4.7383 -0.3788
N 1.2857 2.6663 0.2224
C 0.3955 1.0169 -3.3164
H -1.6291 1.9487 -1.6920
C 2.6339 2.6386 0.2828
H -4.6602 1.1851 -4.6207
C 1.7984 0.4858 4.3156
H 2.3398 -0.2940 -2.1956
C 0.9967 -2.7430 3.6485
C 1.1177 -2.4824 -1.1631
C -4.3266 1.1754 -3.5912
C 5.2436 -2.0357 -2.0858
C -3.0639 1.6458 -3.2727
C 5.0909 -0.1073 1.2443
C 4.7827 -3.2185 -1.5864
C -1.2451 0.8612 3.9569
H -0.4301 3.7077 -0.1857
C -1.1189 -2.3358 2.5952
C -5.8262 2.0643 3.1157
Si 0.3017 0.0101 3.3090
C 4.1911 -1.1413 1.4178
H -2.3959 2.0026 -4.0459
C -0.6553 -0.9454 -4.1649
C -0.1309 -0.2533 -3.0738
C -0.6612 -0.3937 -5.4410
H 4.4384 3.7575 -0.0677

---

102
Properties=species:S:1:pos:R:3 method="wB97M-V/def2-TZVPD" total_charge=+2 lumo_ev=-6.05 homo_energy_ha=-0.497
O 4.2582 -4.9562 0.8367
H 0.9009 0.1499 3.7706
C 0.5634 -2.3576 -3.0861
C 0.3888 3.4674 3.2553
H 4.4118 4.8550 -0.5070
C 1.0147 1.2252 3.8780
C -4.1017 -1.0007 4.1899
C -1.9594 2.7396 -0.2680
H 2.7030 3.4960 5.7357
H -3.7222 -1.1514 -5.6450
C 3.7700 2.5880 1.6030
H -3.2755 2.3395 -3.2291
C -2.0379 0.6672 -2.6459
C -2.7506 3.7650 -0.8056
C -1.7216 -0.6528 -2.9556
H 1.3816 5.0376 4.3248
H -4.0550 5.4211 -0.4304
C -4.0915 -0.9563 2.7993
C -3.3398 -4.7341 0.0127
H -4.8553 -1.4744 2.2339
C 1.2814 3.9670 4.1983
H -3.3870 -1.5799 -1.2174
C 1.5597 -1.5381 -3.6278
H 1.7729 -4.7468 1.9271
Ta 0.4305 -0.0964 0.0752
C 4.6504 3.7961 -0.4164
C -3.1288 -0.3307 4.9117
P -0.5859 -1.5988 -1.9089
H 3.7304 1.9095 -1.0608
C -1.1754 -4.1288 -0.8346
C 1.2666 -2.9340 0.9313
C -3.8239 -3.4775 -0.3281
O 2.0075 0.1225 -1.1293
H -1.3846 0.9064 4.8299
O -0.6547 -3.3828 2.2913
N 1.6332 -1.9528 0.1072
C -3.1034 -0.2506 2.1401
H -4.3635 1.1773 -5.0808
C 0.4199 -3.6608 -3.5632
H 1.1581 -5.1504 -4.9117
H 1.6467 -0.5074 -3.3155
H -2.6334 3.3396 3.0238
C 0.1940 2.6266 -2.4176
C 3.4674 2.9516 -0.8867
C 1.2812 -4.1405 -4.5422
C 2.2835 -3.3307 -5.0536
H 3.1805 -1.3795 -5.0170
H 2.9501 -3.7113 -5.8164
H -3.9906 5.1390 2.0303
C -3.4611 4.6299 0.0097
H -3.1074 -0.2134 1.0550
H -0.2737 2.8999 -3.3665
H -2.8175 3.8957 -1.8794
H 3.9211 1.5155 1.4559
H -0.1425 -4.3944 -1.0238
S 2.3880 3.0016 0.5471
H -3.9963 -5.4603 0.4735
C 2.8664 -1.9265 -0.4119
H -0.1892 4.1524 2.6471
O -0.5135 -1.4279 1.1446
C 3.3666 -3.9919 0.6383
C -1.6603 -2.8697 -1.1951
H -1.6394 -6.0411 0.0149
C -2.1116 0.4177 2.8613
C 3.1215 -0.6301 -1.1220
H -0.3714 -4.3003 -3.2008
H -2.0519 -2.3273 -4.2800
O 1.4614 1.7844 0.5660
C 0.2375 2.0937 3.1063
H 4.7616 -2.8971 -0.6092
C -3.0006 1.3129 -3.4362
C -1.8943 2.6320 1.1244
C 1.9048 1.7256 4.8173
C -2.3192 -1.3041 -4.0390
H 2.9492 3.3531 -1.7541
H 2.4899 1.0476 5.4252
C 4.9308 3.4434 1.0721
Si -1.0017 1.6074 -1.4115
H 5.0267 4.3541 1.6579
H 5.8606 2.8917 1.1887
H -4.8744 -1.5538 4.7078
C -3.4205 4.4768 1.3916
C 2.0303 3.1012 4.9846
H 1.1036 2.0655 -2.6414
C -3.2618 -0.6475 -4.8050
C -2.0173 -5.0608 -0.2448
H -3.1429 -0.3539 5.9934
H 0.4671 3.5420 -1.8869
H 3.9360 -5.6366 1.4436
C 2.4165 -2.0242 -4.6026
C -3.6153 0.6630 -4.4918
P -0.8830 1.3428 1.8975
H 3.5096 2.7811 2.6415
C -2.1307 0.3798 4.2512
C -2.6465 3.4753 1.9479
C 3.7655 -2.9299 -0.1881
C -2.9922 -2.5481 -0.9326
C -0.0854 -2.6657 1.5426
H 5.5133 3.6116 -1.0514
O 4.1889 -0.2953 -1.5382
H -4.8587 -3.2250 -0.1355
C 2.0982 -3.9786 1.2355